{
  "formula": "C4H9N2O",
  "method": "ωB97M-V/def2-TZVPD",
  "species": ["C", "C", "C", "C", "N", "N", "O", "H", "H", "H", "H", "H", "H", "H", "H", "H"],
  "xyz": [[-0.5114, -2.8423, 0.9228], [0.2212, -1.8171, 1.3446], [-0.5406, 2.3213, -1.0130], [0.4308, -0.6718, 0.5570], [-0.3767, 1.4958, -2.0114], [1.1592, 0.3406, 0.7907], [0.1484, 2.4827, -0.0396], [-0.4536, -3.7189, 1.5595], [-1.0332, -2.8376, -0.0397], [0.5567, -1.5055, 2.3293], [-1.5541, 2.9126, -1.1749], [-0.1396, -0.7094, -0.3253], [-0.9359, 1.5658, -2.8321], [1.5494, 0.4513, 1.7025], [0.6011, 1.2074, -2.0532], [0.8782, 1.3250, 0.2826]],
  "atomic_forces_ev_per_a": [[0.684, -0.414, 0.359], [0.238, 1.506, 1.257], [-5.089, 2.734, -1.095], [-0.705, -0.432, -1.025], [2.362, -1.087, 0.074], [-0.701, 1.577, -0.435], [1.208, 0.064, 1.014], [-0.860, -0.118, -0.199], [0.423, -0.214, 0.302], [0.323, -1.787, 0.637], [1.836, -0.735, 0.777], [-0.422, 0.543, -1.584], [-0.189, -0.001, -0.479], [0.691, -0.174, 0.686], [-0.428, -0.516, -0.843], [0.627, -0.946, 0.556]],
  "lowdin_charge": [0.14, -0.13, -0.39, -0.14, 0.17, 0.21, 0.05, 0.09, 0.10, 0.13, 0.19, 0.11, 0.12, 0.13, 0.14, 0.08],
  "e_above_lowest_kcal_mol": 50.4,
  "charge": 1
}

=====

{
  "formula": "C17H37N3O19S4",
  "method": "ωB97M-V/def2-TZVPD",
  "species": ["C", "C", "O", "S", "O", "O", "O", "H", "H", "H", "H", "C", "C", "O", "S", "O", "O", "O", "H", "H", "H", "H", "C", "C", "O", "S", "O", "O", "O", "H", "H", "H", "H", "C", "C", "O", "S", "O", "O", "O", "H", "H", "H", "H", "C", "O", "N", "C", "C", "H", "H", "H", "H", "H", "H", "H", "C", "O", "N", "C", "C", "H", "H", "H", "H", "H", "H", "H", "C", "O", "N", "C", "C", "H", "H", "H", "H", "H", "H", "H"],
  "xyz": [[-4.9289, 5.8833, 1.1332], [-5.6645, 4.6340, 0.6468], [-4.9988, 3.5753, 1.3466], [-3.4341, 3.8828, 1.3875], [-2.8506, 3.4518, 0.1884], [-2.9189, 3.4348, 2.6062], [-3.5694, 5.4600, 1.3770], [-5.3358, 6.2438, 2.0815], [-4.8862, 6.7396, 0.4648], [-5.6072, 4.4738, -0.4305], [-6.6991, 4.6120, 0.9732], [-3.3652, 3.7970, -3.8719], [-3.9380, 5.0684, -3.2538], [-2.8530, 5.5118, -2.4149], [-1.5475, 5.4049, -3.2850], [-0.4705, 5.1520, -2.4388], [-1.4859, 6.4817, -4.1878], [-1.9564, 4.0968, -4.0762], [-3.8433, 3.4742, -4.7917], [-3.3917, 2.9667, -3.1577], [-4.8038, 4.8826, -2.6353], [-4.1006, 5.8121, -4.0379], [4.4178, 2.9166, -1.6161], [4.6937, 3.1728, -3.1184], [4.8469, 1.8755, -3.7027], [3.9023, 0.8258, -2.9539], [4.5771, -0.4045, -2.8590], [2.6075, 0.9025, -3.4924], [3.9747, 1.5351, -1.5302], [3.6493, 3.5697, -1.2278], [5.3381, 3.0323, -1.0418], [5.6208, 3.7176, -3.2769], [3.9040, 3.7453, -3.6034], [4.6932, -2.4408, 1.3860], [3.2971, -2.4475, 0.7282], [3.2622, -3.6926, 0.0321], [3.8824, -4.7650, 1.0003], [4.5027, -5.7726, 0.2595], [3.0165, -5.0687, 2.0651], [5.0593, -3.8113, 1.5364], [4.6492, -1.9715, 2.3636], [5.3589, -1.9478, 0.6834], [3.1454, -1.7078, -0.0582], [2.5119, -2.2091, 1.4532], [2.3750, -2.3595, 4.7242], [3.2541, -1.6084, 5.1007], [1.0693, -2.0289, 4.5369], [0.1179, -2.9353, 3.9814], [0.5972, -0.6903, 4.8077], [2.4930, -3.4180, 4.4120], [0.6057, -3.7602, 3.4630], [-0.5323, -2.4024, 3.2860], [-0.5225, -3.3563, 4.7655], [-0.3591, -0.7270, 5.3384], [1.2912, -0.1557, 5.4462], [0.4472, -0.1384, 3.8738], [-2.1722, -6.2495, -0.4677], [-2.9611, -6.0115, -1.3421], [-0.8683, -5.9693, -0.5088], [-0.0311, -6.1738, 0.6257], [-0.2733, -5.3800, -1.6752], [-2.4998, -6.7051, 0.4796], [0.2599, -5.2282, 1.0928], [0.8897, -6.6640, 0.2976], [-0.5255, -6.8183, 1.3467], [-0.9489, -5.3986, -2.5176], [0.0715, -4.3550, -1.4760], [0.6532, -5.9153, -1.9205], [0.0181, -0.9840, -1.0832], [1.1119, -0.8433, -1.5910], [-0.7563, -0.0625, -0.4528], [-1.9482, -0.4920, 0.2584], [-0.5132, 1.3667, -0.4364], [-0.4422, -1.9864, -1.0334], [-1.6867, -0.7443, 1.3004], [-2.3491, -1.4204, -0.1491], [-2.7055, 0.2831, 0.2961], [0.4439, 1.6117, -0.8924], [-1.2627, 1.8230, -1.0912], [-0.6025, 1.8043, 0.5538]],
  "atomic_forces_ev_per_a": [[0.117, 0.334, 0.404], [0.001, 0.156, 0.162], [-0.044, -0.027, 0.030], [-1.054, 0.522, -0.001], [0.575, -0.330, -1.485], [0.445, -0.357, 1.344], [-0.111, 0.097, -0.073], [0.021, -0.213, -0.008], [-0.076, -0.259, -0.332], [0.116, 0.014, 0.026], [-0.052, 0.057, -0.072], [0.291, -0.491, 0.664], [0.530, -0.195, -0.512], [-0.814, 0.060, 0.282], [-0.249, -0.060, -0.416], [1.341, -0.512, 1.127], [-0.130, 0.864, -0.847], [-0.622, -0.278, -0.262], [0.203, 0.261, -0.211], [-0.076, 0.143, -0.062], [-0.138, 0.117, 0.051], [-0.294, 0.075, 0.226], [0.217, -0.375, -0.579], [-0.010, 0.170, 0.177], [0.105, 0.106, 0.065], [0.565, 0.487, 0.216], [0.384, -0.653, -0.003], [-0.869, 0.283, -0.312], [0.069, 0.677, 0.189], [-0.209, 0.037, 0.094], [-0.167, -0.260, 0.099], [0.100, -0.149, 0.057], [-0.241, -0.286, -0.025], [-0.747, 0.510, -0.372], [0.117, 1.458, -0.407], [-0.964, -0.410, 0.342], [1.847, 1.188, 0.014], [0.168, -1.306, -0.925], [-1.195, -0.179, 0.964], [-0.319, -0.236, -0.001], [0.253, 0.144, 0.018], [0.491, -0.109, 0.303], [0.420, 0.096, 0.039], [-0.241, -1.062, 0.018], [-0.534, -0.152, -0.603], [-0.207, -0.343, -0.024], [0.661, 0.813, 0.354], [-0.519, -0.553, 0.120], [-0.299, 0.164, 0.162], [0.581, 0.132, 0.251], [0.067, 0.033, -0.032], [0.062, -0.056, -0.153], [-0.046, -0.014, -0.092], [0.009, -0.087, -0.101], [0.247, -0.038, -0.110], [0.037, 0.052, 0.070], [-0.259, -0.030, 0.639], [-0.880, 0.150, -1.000], [0.096, 0.006, -0.166], [0.742, -0.122, 0.161], [1.028, 0.329, -0.042], [0.161, -0.121, 0.151], [-0.038, -0.021, 0.098], [0.023, -0.046, 0.179], [-0.030, 0.049, 0.126], [-0.200, 0.003, -0.015], [-0.321, -0.013, -0.037], [-0.243, -0.133, -0.082], [0.081, -0.224, 0.489], [-0.158, 0.467, 0.120], [-0.097, -0.114, -0.026], [0.517, -0.722, 0.718], [0.028, 0.116, -1.074], [-0.176, -0.004, -0.044], [-0.130, 0.262, -0.094], [-0.103, 0.175, -0.285], [-0.065, 0.104, -0.290], [0.180, -0.260, 0.212], [-0.023, 0.221, 0.276], [0.054, -0.131, 0.136]],
  "lowdin_charge": [-0.13, -0.15, -0.18, 0.55, -0.22, -0.19, -0.18, 0.13, 0.13, 0.11, 0.14, -0.13, -0.15, -0.19, 0.53, -0.19, -0.21, -0.18, 0.13, 0.13, 0.12, 0.13, -0.12, -0.16, -0.19, 0.56, -0.21, -0.21, -0.20, 0.12, 0.13, 0.13, 0.13, -0.14, -0.16, -0.17, 0.54, -0.19, -0.23, -0.18, 0.12, 0.13, 0.12, 0.12, -0.34, 0.01, -0.21, -0.07, -0.05, 0.13, 0.08, 0.08, 0.09, 0.09, 0.09, 0.09, -0.37, 0.02, -0.20, -0.06, -0.03, 0.13, 0.08, 0.09, 0.09, 0.09, 0.08, 0.10, -0.33, 0.02, -0.18, -0.05, -0.03, 0.12, 0.08, 0.09, 0.08, 0.09, 0.08, 0.09],
  "e_above_lowest_kcal_mol": 21.1
}

=====

{
  "formula": "C16H8Cl2N2O4S",
  "method": "ωB97M-V/def2-TZVPD",
  "species": ["O", "O", "O", "O", "Cl", "Cl", "C", "C", "C", "C", "C", "C", "C", "C", "C", "C", "C", "C", "C", "C", "C", "C", "N", "N", "S", "H", "H", "H", "H", "H", "H", "H", "H"],
  "xyz": [[-0.6498, 1.3456, -1.3536], [1.1889, -1.0508, 1.9720], [0.8827, 1.5534, 2.8053], [1.6791, 2.4558, 0.7758], [-4.7997, 5.3629, 1.3408], [-2.2053, 6.0641, -0.5742], [-0.0583, 0.4410, -0.8027], [0.7816, -0.7274, 0.8505], [0.4601, -1.5981, -2.4479], [0.4257, -0.8584, -1.3251], [2.1110, -5.0617, -2.0071], [2.4397, -4.9086, -0.6398], [-3.1121, 3.2490, 2.2206], [1.3890, -4.0367, -2.6647], [2.1454, -3.7398, 0.1184], [-1.9196, 2.6045, 2.2412], [-1.1103, 3.9290, 0.4438], [-3.2485, 4.4107, 1.3873], [-2.2175, 4.7326, 0.5013], [1.1356, -2.8853, -2.0384], [1.5223, -2.6903, -0.7240], [-0.9295, 2.8592, 1.3094], [0.9374, -1.5167, -0.3050], [0.0206, 0.3511, 0.5256], [0.5014, 1.7738, 1.3453], [-0.0716, -1.4981, -3.4437], [2.3645, -5.9405, -2.5037], [2.9394, -5.7030, -0.0622], [-4.0079, 3.0650, 2.8367], [1.1770, -4.1801, -3.6098], [2.4283, -3.6162, 1.1978], [-1.8745, 1.7146, 2.8596], [-0.3251, 4.0995, -0.2297]],
  "atomic_forces_ev_per_a": [[0.999, -0.394, -0.124], [-1.039, 0.875, -2.976], [-2.900, -0.636, -4.132], [-2.595, -1.529, -1.430], [1.805, -1.153, 0.219], [-0.447, 0.371, -0.076], [-2.896, 0.542, -4.690], [2.951, -5.037, 4.543], [-0.609, -1.951, -1.861], [-1.415, 1.709, -2.790], [-1.215, 2.584, 1.382], [0.100, 0.848, 1.427], [-1.913, 3.300, -0.661], [2.906, -2.882, 3.223], [-0.490, 0.792, -2.556], [-0.125, -2.269, 0.275], [1.155, -1.512, 0.894], [-0.832, -0.344, -0.114], [-0.589, 0.083, 0.397], [-1.088, 4.002, 0.489], [0.708, -2.857, 3.966], [-0.725, -0.031, -0.050], [1.450, 0.873, 2.715], [0.843, 1.599, 3.020], [4.594, 4.073, 5.966], [1.013, 0.382, 1.523], [0.320, -1.312, -0.790], [-0.230, 0.232, -0.665], [0.917, -0.387, -0.119], [-1.281, -0.604, -4.744], [-0.512, -0.025, -1.393], [0.377, 0.141, 0.194], [0.763, 0.517, -1.063]],
  "lowdin_charge": [0.15, 0.13, -0.29, -0.27, 0.60, 0.72, -0.38, -0.38, 0.12, -0.15, -0.04, -0.08, -0.07, -0.02, 0.05, -0.08, -0.09, -0.55, -0.69, -0.16, -0.10, -0.25, 0.09, 0.01, 0.85, 0.15, 0.08, 0.10, 0.12, 0.07, 0.12, 0.13, 0.10],
  "smiles": "O=C1c2cc3ccccc3n2C(=O)N1S(=O)(=O)c1ccc(Cl)c(Cl)c1"
}

=====

For reference, LUMO level by record: -0.1754; -0.0017; -0.0318 hartree.